Entry 1:
The following is a DFT calculation (wB97M-V/def2-TZVPD) of a structure of composition C56H57ClGeN5O2Re.

Each line ends with the Mulliken spin population.
Atoms and positions in Å:
Re -0.66 -1.22 -0.72  1.390
Ge 1.17 2.08 3.24  0.001
Cl 1.88 -3.21 0.21  0.009
O 0.78 -1.30 -2.34  0.140
O 1.77 -0.45 -5.16  0.012
N -2.09 -1.25 -2.25  -0.042
N -1.15 -3.21 -0.39  -0.058
N 1.42 -3.20 -4.63  0.087
N -0.91 0.88 -1.35  -0.017
N -1.91 -1.23 0.99  -0.075
C -2.56 -2.52 2.92  0.126
C -2.77 1.19 0.92  0.048
C 0.50 4.90 4.03  0.000
C 3.99 0.22 -1.52  0.229
C 1.44 6.82 2.94  0.000
C 2.07 -1.06 -2.34  0.162
C 2.63 0.02 -1.65  -0.103
C -1.05 -4.18 -1.47  0.038
C 3.05 1.61 3.56  -0.003
C -0.26 2.07 -0.83  0.024
C -0.76 -3.00 -5.57  0.053
C -2.59 -0.12 1.68  0.026
C -2.90 -3.61 3.70  -0.062
C 1.99 4.61 2.19  0.000
C 0.43 -2.39 -5.18  -0.027
C 3.66 0.52 2.95  0.000
C 2.98 -1.90 -3.09  -0.079
C -1.77 2.32 1.22  -0.014
C -0.36 0.03 4.62  0.005
C -1.75 -4.93 1.17  0.123
C 0.63 6.28 3.92  0.000
C 4.36 -1.68 -2.91  0.147
C 0.57 -1.01 -5.43  0.039
C 0.17 1.32 4.75  0.002
C -1.38 -3.51 -2.81  0.021
C 3.80 2.37 4.46  0.000
C -2.60 -0.12 -2.68  -0.010
C 0.04 1.95 5.99  0.000
C -2.84 2.79 -3.87  -0.011
C -2.81 -4.97 3.45  0.144
C 0.60 1.36 1.50  0.026
C -4.12 2.31 -4.13  0.055
C -1.18 0.08 6.87  0.001
C -0.33 2.27 0.70  0.008
C 5.12 2.04 4.74  0.000
C -2.03 -2.40 1.61  -0.045
C 1.01 -1.65 0.66  0.084
C -1.67 -0.93 -6.35  0.048
C 4.88 -0.66 -2.14  -0.107
C -3.87 -0.04 -3.29  0.065
C -1.79 -2.30 -6.16  -0.026
C -2.57 -2.54 -2.74  -0.004
C 2.62 -2.94 -3.97  0.545
C -4.56 1.03 -3.85  -0.008
C -1.81 2.25 -3.13  0.046
C 2.12 5.98 2.07  0.000
C 5.71 0.95 4.12  0.000
C -1.03 -0.58 5.66  -0.001
C -0.49 -0.30 -5.98  -0.009
C -1.76 1.05 -2.34  0.048
C -2.27 -5.53 2.29  -0.034
C -0.62 1.34 7.04  0.000
C 4.98 0.19 3.22  0.000
C 1.18 4.04 3.17  0.000
C 1.85 0.95 -5.04  -0.011
C -1.62 -3.56 0.79  0.005
H 2.83 1.16 -4.64  0.002
H -3.35 -2.93 -2.08  -0.001
H 2.75 6.41 1.29  0.000
H -1.60 -4.30 -3.53  0.004
H 0.19 0.36 1.62  0.000
H -3.31 -3.35 4.68  -0.005
H 0.09 6.93 4.60  0.000
H -0.71 1.85 8.00  0.000
H 1.53 1.24 0.94  -0.002
H -0.73 2.96 -1.25  -0.006
H -2.09 0.11 2.63  -0.007
H 1.73 1.44 -6.01  0.000
H 1.25 -4.18 -4.80  -0.004
H -0.21 -0.51 3.69  0.000
H 5.43 -0.67 2.73  0.001
H 3.10 -0.09 2.24  0.005
H 4.36 1.05 -0.93  0.021
H -0.89 2.82 -3.15  0.007
H -0.52 -2.95 -3.15  -0.009
H 3.36 3.24 4.94  0.000
H -3.59 -0.48 1.93  -0.003
H -4.81 2.97 -4.64  0.007
H -0.16 4.49 4.79  0.000
H 5.95 -0.54 -2.02  -0.004
H -5.58 0.81 -4.14  -0.001
H -0.38 0.76 -6.15  -0.001
H -1.44 -1.58 5.53  -0.002
H 1.84 -0.95 0.73  -0.059
H 1.55 7.90 2.86  0.000
H -0.04 -4.59 -1.51  -0.004
H 0.49 2.93 6.14  0.000
H 0.67 -1.85 1.69  0.020
H 0.05 3.29 0.83  -0.002
H 0.79 2.09 -1.14  0.000
H -2.48 -0.36 -6.78  0.003
H -2.22 -6.61 2.28  -0.004
H -2.70 -2.81 -6.45  0.000
H 2.54 3.96 1.51  0.000
H -1.76 -5.00 -1.31  -0.004
H -2.85 0.99 -0.14  -0.020
H 1.93 0.70 -1.18  -0.030
H -2.22 3.24 0.84  0.001
H -1.72 2.44 2.31  -0.001
H -0.86 -4.07 -5.41  -0.004
H -2.74 -1.58 3.43  0.041
H -1.71 -0.39 7.69  0.000
H -3.00 -2.42 -3.74  -0.001
H 5.69 2.64 5.44  0.000
H -3.16 -5.65 4.22  0.014
H -3.74 1.59 1.23  0.001
H 1.09 1.32 -4.35  0.003
H -4.44 -0.96 -3.23  0.011
H 3.40 -3.65 -4.22  0.006
H 6.74 0.69 4.34  0.000
H -1.34 -5.62 0.45  0.021
H -2.60 3.76 -4.31  -0.001
H 5.04 -2.35 -3.43  -0.003

Summary:
E: -141710.200 eV
LUMO (spin up / spin down): 2.34 / 2.34 eV
spin multiplicity: 4
<S²>: 3.851
highest occupied orbital energy (spin up / spin down): -2.816 / -3.487 eV
HOMO-LUMO gap (spin up / spin down): 5.15 / 5.82 eV
net charge: -1


Entry 2:
The following is a DFT calculation (wB97M-V/def2-TZVPD) of a cluster of 9 separate species, C56H60IO3P2 in total at a distorted geometry.

Each line ends with the Löwdin charge.
Atoms and positions in Å:
I 0.07 1.03 -1.14  0.424
P -1.33 0.28 0.74  0.543
P -5.13 0.23 -1.32  0.565
O -0.82 -1.28 1.07  -0.413
O -3.54 0.87 -0.78  -0.372
O -4.40 -1.40 -1.25  -0.352
C -3.01 -0.07 0.04  -0.734
C -0.22 -4.66 -4.07  -0.104
C -8.32 -1.88 -3.01  -0.111
C -9.01 -1.16 -0.81  -0.108
C -7.78 -0.55 -0.63  -0.113
C -3.81 4.31 -6.40  -0.097
C -7.88 3.76 -6.53  -0.114
C -2.88 3.84 -5.48  -0.078
C -2.16 -5.37 -5.30  -0.109
C 1.97 1.01 5.82  -0.092
C 2.75 -0.89 0.47  -0.117
C 3.09 -5.22 5.78  -0.096
C 6.13 4.56 5.21  -0.096
C 0.87 1.49 6.51  -0.084
C -1.76 4.59 -5.18  -0.091
C -2.89 -4.33 -4.74  -0.090
C 7.51 -0.66 -0.39  -0.095
C -8.48 2.53 -6.77  -0.110
C 9.36 -1.01 -1.90  -0.106
C -8.32 1.49 -5.87  -0.091
C -3.07 -1.40 -0.75  -0.285
C 2.95 -2.99 7.43  -0.092
C -6.98 2.91 -4.47  -0.079
C 3.77 -1.75 0.07  -0.097
C 7.40 4.73 4.68  -0.102
C 3.09 0.59 6.51  -0.117
C 8.79 -1.15 -0.64  -0.099
C 4.27 -2.23 2.38  -0.102
C 3.12 0.66 7.90  -0.111
C 3.73 -5.22 7.01  -0.103
C 3.26 -1.37 2.77  -0.096
C -7.13 3.95 -5.38  -0.121
C -0.95 -3.62 -3.51  -0.086
C -7.09 -1.26 -2.82  -0.135
C 7.59 2.35 4.37  -0.096
C 5.59 3.28 5.31  -0.088
C 2.02 1.14 8.59  -0.097
C -2.49 6.30 -6.70  -0.110
C 7.38 0.13 -2.66  -0.095
C -0.82 -5.54 -4.96  -0.113
C 2.37 -4.10 5.38  -0.094
C -2.29 -3.46 -3.85  -0.075
C 6.81 -0.01 -1.40  -0.091
C -7.57 1.68 -4.72  -0.067
C -1.56 5.83 -5.79  -0.106
C 0.89 1.55 7.90  -0.094
C -9.26 -1.82 -2.00  -0.130
C 8.65 -0.37 -2.91  -0.104
C -6.82 -0.60 -1.62  -0.323
C -3.61 5.54 -7.01  -0.102
C 2.50 -0.70 1.82  -0.090
C 8.14 3.63 4.27  -0.102
C 4.53 -2.42 1.03  -0.113
C 2.30 -2.99 6.20  -0.095
C 6.32 2.18 4.89  -0.091
C 3.66 -4.11 7.84  -0.098
H -2.63 -6.05 -5.99  0.094
H 2.15 -0.36 -0.26  -0.045
H -2.97 -2.31 -0.16  0.108
H -8.00 4.57 -7.24  0.093
H 2.04 1.19 9.67  0.099
H -8.78 0.53 -6.06  0.098
H -3.58 -0.32 0.96  0.099
H -0.25 -6.35 -5.39  0.093
H 7.82 5.72 4.60  0.097
H -1.58 -1.72 1.46  0.034
H -6.39 3.05 -3.57  0.096
H 3.98 -1.89 -0.98  0.102
H -0.69 6.42 -5.54  0.095
H -1.03 4.22 -4.46  0.100
H -7.55 -0.04 0.30  0.085
H 4.59 3.15 5.72  0.093
H 5.89 1.19 4.97  0.087
H 1.87 -4.09 4.42  0.105
H -7.44 0.87 -4.01  0.077
H 3.14 -6.09 5.14  0.099
H 2.89 -2.12 8.07  0.085
H -2.44 -1.29 -1.64  0.088
H 5.32 -3.09 0.72  0.098
H -5.47 0.25 0.08  0.020
H 4.17 -4.11 8.79  0.097
H -5.62 1.56 -1.58  -0.017
H 3.95 0.21 5.97  0.092
H 5.55 5.42 5.53  0.099
H 5.82 0.38 -1.20  0.101
H 1.75 -2.11 5.88  0.095
H -9.07 2.39 -7.67  0.092
H -3.03 2.88 -5.01  0.108
H -6.29 -1.28 -3.55  0.091
H -6.66 4.90 -5.18  0.098
H -8.50 -2.39 -3.94  0.090
H 9.13 3.76 3.87  0.098
H -0.01 1.82 5.97  0.105
H 8.17 1.49 4.04  0.099
H 3.06 -1.21 3.83  0.073
H -4.34 5.92 -7.72  0.096
H -3.93 -4.20 -5.00  0.101
H -2.86 -2.65 -3.41  0.092
H 4.30 -6.09 7.33  0.096
H 10.35 -1.39 -2.09  0.096
H -2.33 7.26 -7.18  0.094
H 4.85 -2.76 3.12  0.097
H 1.70 -0.03 2.13  0.088
H 7.07 -0.77 0.59  0.095
H 4.01 0.34 8.44  0.103
H 9.09 -0.26 -3.89  0.097
H 9.34 -1.65 0.15  0.097
H -0.48 -2.94 -2.82  0.099
H 0.03 1.92 8.44  0.099
H -10.22 -2.32 -2.14  0.087
H -9.75 -1.14 -0.02  0.088
H -4.68 3.72 -6.63  0.090
H 1.95 0.96 4.73  0.097
H -4.75 0.20 -2.72  0.013
H 0.83 -4.78 -3.81  0.096
H 6.83 0.63 -3.44  0.100

Summary:
E: -91866.648 eV
LUMO: 1.95 eV
spin multiplicity: 1
highest occupied orbital energy: -5.066 eV
HOMO-LUMO gap: 7.01 eV
net charge: -1


Among the records above, which one has the highest spin multiplicity?
C56H57ClGeN5O2Re